# C5H13N2O

A structure of composition C5H13N2O in a non-equilibrium geometry (ωB97M-V/def2-TZVPD, the OMol25 dataset).

Element x y z (Å)
C1 -1.07 2.04 0.71
O1 -1.05 -1.44 2.17
C2 -0.50 0.64 0.61
C3 0.67 0.56 -0.36
C4 0.04 0.59 -1.76
N1 1.04 -1.88 0.51
C5 2.03 -2.12 -0.24
N2 -1.28 0.46 -1.97
H1 -0.30 2.81 0.55
H2 -1.75 2.44 1.43
H3 -1.44 2.10 -0.32
H4 0.05 0.44 1.55
H5 -1.21 -0.15 0.44
H6 0.66 1.09 -2.51
H7 1.59 1.12 -0.26
H8 -1.31 -2.07 2.86
H9 0.55 -0.44 -1.10
H10 1.83 -2.14 -1.33
H11 -0.28 -1.80 1.72
H12 3.01 -2.29 0.19
H13 -1.29 0.02 -2.90

Results
Frontier orbital gap = 5.12 eV
Total charge = +1
DFT total energy = -382.45145 hartree
HOMO energy = -13.847 eV